C3Br2F3IO as an isolated structure in a non-equilibrium geometry. Source: OMol25; level of theory: ωB97M-V/def2-TZVPD.

## Properties
ΔE to the lowest compared entry with this formula, charge and spin   248.2 kJ/mol
E   -161492.6371 eV
HOMO-LUMO gap (alpha / beta)   0.2792 / 0.2868 Eh
Charge   0

Structure (XYZ):
```
10
C3Br2F3IO (ωB97M-V/def2-TZVPD)
C 0.159 -0.877 -0.101
C -0.686 -0.950 -1.361
C 0.448 1.302 1.348
O 1.188 -1.372 0.157
F -0.541 -2.146 -1.991
F -0.294 0.089 -2.046
F -1.937 -0.774 -1.084
Br -1.259 1.612 2.006
Br 1.089 2.680 0.278
I 1.832 0.436 2.794
```